[1]
ORCA calculation (ωB97M-V with the def2-TZVPD basis set) on a molecular structure, C14H33BrI2N4O4P2.

Each line ends with the Löwdin charge.
Positions of all 60 atoms, in Å:
C -1.18946 -4.48909 3.97906  -0.1667
C -1.49541 -5.18658 2.67979  -0.8228
I -1.29819 -7.27141 2.77516  0.8520
C -1.87012 -4.56131 1.57094  -0.7334
I -2.27961 -5.58269 -0.21755  0.9148
C -2.03165 -3.05719 1.50042  -0.4172
C -3.39258 -2.68582 0.92494  -0.2102
O -3.62432 -1.31281 1.17813  -0.1361
C -4.99781 -0.98165 1.06588  -0.2012
C -5.71484 -1.10022 2.42259  -0.2417
N -6.84988 -2.04015 2.41046  -0.0107
O -1.07451 -2.44216 0.65095  -0.1679
C 0.25353 -2.52460 1.10118  -0.3909
P 0.80409 -1.00522 2.02160  0.5907
O 2.21580 -1.57794 2.63817  -0.3717
Br -0.49626 -0.79810 3.86011  0.3130
H -1.25019 -5.16124 4.83012  0.0519
H -0.16717 -4.10200 3.93858  0.0751
H -1.84485 -3.64286 4.17362  0.0555
H -2.01872 -2.61965 2.49823  0.0722
H -4.17583 -3.32230 1.34925  0.1318
H -3.34214 -2.83444 -0.15851  0.0985
H -5.49772 -1.63946 0.34482  0.1171
H -5.08420 0.03979 0.69908  0.1203
H -4.96741 -1.36798 3.17409  0.1103
H -6.09431 -0.11731 2.71288  0.0999
H -6.83789 -2.60685 3.24761  0.0585
H -6.78193 -2.67496 1.62531  0.0481
H 0.48626 -3.43972 1.65858  0.0914
H 0.89723 -2.53926 0.21520  0.1003
H 2.32267 -1.24205 3.53846  0.0328
O 2.58295 4.63525 -0.79582  -0.2889
P 2.48597 3.52838 -1.77937  0.6222
N 2.81929 2.13620 -0.84811  -0.2897
C 3.15543 0.83141 -1.38317  -0.1293
C 2.02764 1.99882 0.37147  -0.1582
N 3.80320 3.89338 -2.81846  -0.3265
C 4.79022 2.89935 -3.19294  -0.1441
C 4.43905 5.19170 -2.62030  -0.1353
N 1.59126 2.76586 -3.03698  -0.2786
C 1.45389 3.54293 -4.28919  -0.1224
C 0.21107 2.44282 -2.59213  -0.1205
H 2.30365 0.30849 -1.84301  0.0805
H 3.51673 0.19939 -0.56797  0.0811
H 3.96058 0.86942 -2.10722  0.0441
H 1.01937 1.61385 0.17557  0.0482
H 1.92788 2.95561 0.88234  0.0747
H 2.51313 1.31548 1.06943  0.0506
H 5.40063 2.56879 -2.34275  0.0861
H 5.46266 3.31795 -3.94550  0.0786
H 4.32243 2.03629 -3.66905  0.0694
H 5.12067 5.19687 -1.76171  0.0852
H 3.69731 5.97056 -2.47258  0.0695
H 5.00643 5.45141 -3.51766  0.0776
H 1.03610 4.53993 -4.12260  0.0877
H 0.79266 3.00042 -4.96610  0.0784
H 2.40781 3.64799 -4.79405  0.0692
H -0.34347 3.33060 -2.27492  0.0883
H 0.22833 1.73454 -1.76379  0.0579
H -0.33547 1.96352 -3.40255  0.0803


[2]
ORCA calculation (ωB97M-V with the def2-TZVPD basis set) on a molecular structure, C14H33ClCrGeO3Te.

Output
Charge: +2

Each line ends with the Löwdin charge.
Positions of all 54 atoms, in Å:
Cr -0.22119 -0.55028 -0.54049  0.3638
C -0.81641 3.56295 1.35476  -0.0313
C -1.16778 2.62733 0.21091  -0.6388
C -2.57667 2.10603 0.34777  -0.0241
C -0.95077 3.29245 -1.13723  -0.0082
O -0.25888 1.45653 0.28279  -0.4472
Ge 1.56190 1.53763 0.54794  1.2434
O 1.53910 0.50803 -0.97835  -0.4933
C 2.69571 0.24862 -1.88799  -0.6288
C 3.71800 1.34423 -1.62359  -0.0561
C 3.25158 -1.12167 -1.55213  -0.0093
C 2.21744 0.32278 -3.32568  -0.0465
O 0.33636 -1.23550 0.85562  -0.3548
C 0.68663 -2.14616 1.98828  -0.5944
C -0.46449 -2.13866 2.97104  -0.0148
C 0.91640 -3.52705 1.40215  0.0008
C 1.95399 -1.59149 2.60988  -0.0108
H -1.47502 4.43055 1.33833  0.1135
H 0.20870 3.93391 1.26666  0.0739
H -0.92527 3.06406 2.31890  0.1023
H -3.29235 2.91925 0.22975  0.1187
H -2.72028 1.65701 1.33047  0.0891
H -2.77523 1.36310 -0.43063  0.0636
H -1.60948 4.15452 -1.24085  0.1116
H -1.15631 2.59960 -1.95492  0.0809
H 0.07861 3.64741 -1.23511  0.0952
H 4.08990 1.31620 -0.59577  0.0717
H 3.28780 2.32952 -1.82454  0.0987
H 4.57524 1.21950 -2.28329  0.1130
H 3.67636 -1.14237 -0.54626  0.0907
H 4.03709 -1.39159 -2.25770  0.1129
H 2.46949 -1.88299 -1.62486  0.0876
H 1.58123 1.19376 -3.48290  0.0924
H 1.68513 -0.57552 -3.63083  0.0631
H 3.08770 0.42324 -3.97451  0.1090
H -1.36895 -2.56266 2.53314  0.0577
H -0.66955 -1.13169 3.33755  0.1039
H -0.19050 -2.76248 3.82157  0.1184
H -0.00257 -3.93579 0.97972  0.0851
H 1.25720 -4.19540 2.19155  0.1157
H 1.68046 -3.49675 0.62416  0.0985
H 1.77787 -0.62371 3.08337  0.0923
H 2.74705 -1.49516 1.86655  0.0897
H 2.29508 -2.28562 3.37686  0.1158
C -3.75752 -0.97704 1.28305  -0.3395
Te -2.53000 -1.92998 -0.15039  1.4475
C -3.77972 -1.45023 -1.77830  -0.3926
H -3.99919 0.02067 0.94177  -0.0019
H -3.24866 -0.95343 2.24221  0.0188
H -4.65153 -1.59363 1.34248  0.0344
H -4.76476 -1.83470 -1.52307  0.0338
H -3.39942 -1.94567 -2.66569  0.0143
H -3.80413 -0.37332 -1.91740  0.0138
Cl -0.83539 -0.42830 -2.51677  0.3569


[3]
ORCA calculation (ωB97M-V with the def2-TZVPD basis set) on 4 unconnected molecules or ions with the total composition C14H33ClFN4O4S4.

Output
Charge: +1

Each line ends with the Löwdin charge.
Positions of all 61 atoms, in Å:
C 4.19593 1.28645 0.69982  -0.0141
C 3.00393 1.94193 0.04184  -0.3527
F 2.10308 2.31400 1.05800  -0.0300
C 2.29564 1.05246 -0.96568  -0.0599
C 0.81700 1.35676 -1.17986  -0.4397
N 0.45428 0.66342 -2.40078  0.1311
C 0.40764 2.82442 -1.36836  -0.0470
N -0.29307 3.21252 -0.12095  0.0793
C -0.82022 1.99255 0.28697  -0.3864
N -2.00137 1.91599 0.84663  -0.2531
S -3.04382 3.24969 1.11859  0.8529
N 0.00309 0.96041 0.03762  0.0840
C -0.50291 -0.40989 0.07132  -0.1167
C -0.91249 -0.79663 1.47768  -0.7301
O -0.19351 -0.76847 2.43704  0.0866
Cl -2.62229 -1.29628 1.62387  0.7243
H 5.06457 1.31766 0.05630  0.0923
H 3.94113 0.26615 0.96450  0.0845
H 4.39081 1.81862 1.62276  0.0905
H 3.30856 2.87452 -0.42641  0.1424
H 2.80607 1.09719 -1.91933  0.1442
H 2.37310 0.01528 -0.63898  0.1232
H -0.54789 0.58456 -2.52356  0.0876
H 0.88469 -0.25538 -2.39451  0.0533
H -0.37111 2.81346 -2.12154  0.1236
H 1.19349 3.49613 -1.67249  0.1392
H 0.34634 3.49599 0.61681  0.1392
H -2.36813 1.00795 1.10324  0.0229
H -2.34622 3.82927 2.10712  -0.1125
H 0.33339 -1.06608 -0.15925  0.1443
H -1.27209 -0.62089 -0.66176  0.0922
C 2.46138 -1.57438 7.17195  -0.2706
S 2.59908 -0.72860 5.59300  0.7919
O 3.37250 0.51556 5.82796  -0.5514
C 0.87008 -0.25079 5.48222  -0.2833
H 3.45479 -1.91682 7.45176  0.0507
H 2.08436 -0.88169 7.92384  0.0589
H 1.79438 -2.43010 7.06802  0.0532
H 0.59902 0.35078 6.35001  0.0601
H 0.24642 -1.14258 5.42353  0.0526
H 0.75124 0.33520 4.57532  0.0257
C -4.68663 1.84239 -3.09778  -0.2509
S -4.58812 1.04239 -1.49547  0.7946
O -3.30075 0.27864 -1.46376  -0.5857
C -5.91546 -0.12757 -1.77999  -0.2500
H -3.90181 2.59411 -3.14737  0.0515
H -4.54037 1.10152 -3.88315  0.0645
H -5.65893 2.32275 -3.19979  0.0632
H -5.68780 -0.72834 -2.65990  0.0652
H -6.84821 0.41779 -1.91740  0.0636
H -5.99195 -0.76813 -0.90439  0.0551
C 2.30952 -4.81218 -3.44154  -0.2648
S 1.73686 -3.28667 -4.19015  0.8266
O 2.02487 -2.19538 -3.21233  -0.5785
C -0.01643 -3.65197 -4.06405  -0.2701
H 3.39452 -4.76803 -3.38522  0.0541
H 1.88996 -4.90857 -2.44040  0.0591
H 2.00969 -5.65270 -4.06639  0.0585
H -0.27839 -3.83017 -3.02076  0.0550
H -0.24661 -4.52745 -4.66988  0.0576
H -0.56484 -2.79279 -4.44457  0.0482


[4]
ORCA calculation (ωB97M-V with the def2-TZVPD basis set) on a molecular structure, C14H33ClFNO2S.

Each line ends with the Löwdin charge.
Positions of all 53 atoms, in Å:
C 0.32134 -5.87546 1.20535  -0.0740
C 0.80028 -5.20648 -0.08396  -0.3006
N -0.00130 -3.98446 -0.39404  -0.6416
Cl -0.33986 -3.78661 -2.07415  0.7003
S 0.69227 -2.62273 0.24318  0.5002
O 1.80580 -2.16067 -0.50091  -0.2495
O 0.77271 -2.83133 1.64101  -0.2164
F -0.47723 -1.63922 -0.03207  -0.1429
H -0.24713 -6.77595 0.98148  0.0737
H 1.16887 -6.14522 1.83193  0.0784
H -0.31050 -5.19182 1.76772  0.0702
H 1.86125 -4.95129 -0.03970  0.1127
H 0.65795 -5.85987 -0.93990  0.0923
C -6.52632 0.89729 -0.47312  -0.1130
C -5.33248 1.82618 -0.67032  -0.2712
C -4.11209 1.13274 -1.27393  -0.2280
C -3.54612 -0.01480 -0.43563  -0.2304
C -3.14086 0.36449 0.98739  -0.2676
C -2.03390 1.41289 1.04434  -0.1060
H -6.29762 0.08853 0.22251  0.0640
H -7.38372 1.43997 -0.07314  0.0681
H -6.82821 0.44670 -1.42117  0.0743
H -5.06555 2.28453 0.28601  0.0976
H -5.62423 2.64942 -1.32752  0.1033
H -3.33106 1.87773 -1.44845  0.1014
H -4.37911 0.74159 -2.26091  0.1090
H -2.67206 -0.42193 -0.95361  0.0970
H -4.27413 -0.82974 -0.39238  0.1026
H -2.80071 -0.53797 1.50238  0.1005
H -4.01119 0.72045 1.54568  0.0986
H -1.14151 1.06213 0.52089  0.0631
H -1.75197 1.62802 2.07585  0.0711
H -2.34223 2.35381 0.58599  0.0662
C 4.96654 -0.19685 0.31878  -0.1059
C 3.87777 0.67891 0.93089  -0.2622
C 2.85817 1.17816 -0.09126  -0.2287
C 3.43140 2.06095 -1.20069  -0.2261
C 4.16218 3.31115 -0.71307  -0.2713
C 3.27661 4.26137 0.08691  -0.1133
H 5.56039 0.35118 -0.41476  0.0652
H 5.65104 -0.56468 1.08462  0.0688
H 4.52566 -1.06062 -0.18306  0.0669
H 4.33549 1.52453 1.45269  0.0977
H 3.34663 0.10355 1.69392  0.1035
H 2.06631 1.72171 0.43335  0.0996
H 2.37631 0.31073 -0.54890  0.0864
H 2.61147 2.36480 -1.85961  0.1091
H 4.11168 1.47185 -1.82183  0.1015
H 4.56298 3.84100 -1.58126  0.1027
H 5.02773 3.02466 -0.10905  0.0973
H 2.41582 4.58038 -0.50505  0.0740
H 3.82708 5.15492 0.38427  0.0676
H 2.89935 3.79133 0.99626  0.0639


Number 1: largest force on an atom 5.15 eV Å⁻¹, calculated total energy -134024.3036 eV. Number 2: largest force on an atom 2.84 eV Å⁻¹, calculated total energy -125933.8826 eV. Number 3: largest force on an atom 1.93 eV Å⁻¹, calculated total energy -87776.6133 eV. Number 4: largest force on an atom 0.18 eV Å⁻¹, calculated total energy -46712.5211 eV.